Entry 1:
C21H16ClN2O2V | ωB97M-V/def2-TZVPD

Summary:
E_HOMO (alpha / beta)	-3.704 / -4.087	eV
expectation value of S²	3.764
multiplicity	4
net charge	-1
frontier orbital gap (alpha / beta)	6.68 / 7.05	eV
largest force on an atom	0.53	eV/Å
energy	-2474.13045	Eh
lowest unoccupied orbital energy (alpha / beta)	2.97 / 2.96	eV

XYZ file:
```
43
Properties=species:S:1:pos:R:3:lowdin_charge:R:1
V 0.192 -0.295 0.565 0.929
O 2.096 0.109 0.557 -0.202
C 2.816 1.187 0.537 -0.352
C 4.227 1.058 0.449 -0.019
C 5.037 2.167 0.433 -0.110
C 4.493 3.455 0.506 -0.130
C 3.128 3.596 0.589 -0.072
C 2.263 2.490 0.601 -0.152
C 0.844 2.732 0.703 -0.085
N -0.056 1.818 0.724 -0.084
N -1.357 2.301 0.904 0.062
C -2.169 1.278 0.951 -0.477
O -1.812 0.051 0.852 -0.169
C -3.628 1.535 1.162 -0.141
C -4.122 2.835 1.215 -0.039
C -5.475 3.064 1.413 -0.099
C -6.346 1.992 1.559 -0.113
C -5.856 0.694 1.506 -0.094
C -4.503 0.464 1.306 -0.027
H 4.626 0.054 0.387 0.109
H 6.112 2.044 0.362 0.092
H 5.136 4.326 0.497 0.085
H 2.693 4.589 0.646 0.101
H 0.508 3.765 0.792 0.119
H -3.429 3.658 1.102 0.101
H -5.851 4.079 1.453 0.093
H -7.404 2.168 1.713 0.091
H -6.530 -0.147 1.619 0.095
H -4.102 -0.539 1.260 0.111
Cl 2.700 -3.096 -1.397 0.640
C 1.224 -2.613 -2.210 -0.613
C 1.283 -2.451 -3.586 -0.145
C 0.153 -2.077 -4.291 -0.132
C -1.033 -1.871 -3.587 -0.117
C -1.073 -2.031 -2.219 -0.071
C 0.060 -2.407 -1.456 -0.376
C -0.014 -2.460 -0.002 -0.226
H 2.226 -2.622 -4.088 0.090
H 0.197 -1.945 -5.364 0.084
H -1.934 -1.575 -4.112 0.091
H -1.997 -1.848 -1.682 0.105
H 0.757 -3.077 0.454 0.007
H -1.012 -2.742 0.340 0.035
```



Entry 2:
C4H12N6O2 | ωB97M-V/def2-TZVPD

Summary:
E_HOMO	-7.880	eV
net charge	0
SMILES string	CN(O)/C=N/O.N/N=C\C=N\N
frontier orbital gap	8.45	eV
largest force on an atom	1.28	eV/Å
energy	-638.42261	Eh
lowest unoccupied orbital energy	0.57	eV

XYZ file:
```
24
Properties=species:S:1:pos:R:3:lowdin_charge:R:1
C -2.201 -0.197 1.574 -0.057
N -2.456 -0.055 0.150 -0.198
O -2.420 -1.320 -0.478 -0.059
C -1.627 0.818 -0.545 -0.181
N -0.966 1.719 0.063 -0.012
O -0.317 2.544 -0.865 -0.102
H -1.194 -0.586 1.767 0.086
H -2.954 -0.879 1.995 0.092
H -2.304 0.788 2.031 0.087
H -3.330 -1.487 -0.695 0.107
H -1.632 0.707 -1.644 0.156
H 0.153 3.188 -0.285 0.098
N 1.676 1.325 0.319 0.017
N 2.921 0.832 0.382 -0.046
C 3.128 -0.421 0.243 -0.195
C 2.149 -1.473 -0.053 -0.163
N 0.904 -1.258 -0.224 -0.069
N 0.124 -2.321 -0.602 0.005
H 1.680 2.323 0.132 0.075
H 0.988 0.734 -0.135 0.031
H 4.171 -0.730 0.348 0.088
H 2.566 -2.489 -0.143 0.106
H 0.480 -3.241 -0.288 0.090
H -0.845 -2.179 -0.263 0.045
```



Entry 3:
C12H30BrN2O4 | ωB97M-V/def2-TZVPD

Summary:
E_HOMO	-2.281	eV
net charge	-1
frontier orbital gap	5.36	eV
largest force on an atom	11.82	eV/Å
energy	-3459.35090	Eh
lowest unoccupied orbital energy	3.07	eV

XYZ file:
```
49
Properties=species:S:1:pos:R:3:lowdin_charge:R:1
Br 4.112 -28.352 17.431 0.631
C 8.392 -31.383 23.288 -0.110
O 7.823 -31.560 21.963 -0.208
C 6.375 -31.520 21.888 -0.201
C 5.846 -31.565 20.430 -0.192
N 5.982 -30.236 19.792 -0.034
C 5.213 -30.189 18.539 -0.415
C 6.279 -30.561 17.400 -0.210
O 7.541 -29.933 17.672 -0.246
C 7.612 -28.475 17.483 -0.068
H 8.061 -30.458 23.762 0.078
H 9.482 -31.376 23.281 0.072
H 8.181 -32.271 23.884 0.072
H 6.061 -30.619 22.414 0.108
H 5.934 -32.333 22.465 0.101
H 4.784 -31.799 20.512 0.067
H 6.283 -32.337 19.796 0.119
H 6.884 -30.254 19.338 0.061
H 4.864 -29.177 18.331 -0.374
H 4.326 -30.822 18.550 -0.005
H 5.889 -30.249 16.431 0.082
H 6.280 -31.644 17.274 0.105
H 8.666 -28.236 17.342 0.077
H 7.147 -28.055 18.375 0.079
H 6.996 -28.244 16.614 0.056
C 2.506 -31.380 20.194 -0.096
O 1.939 -31.286 18.890 -0.148
C 2.828 -31.626 17.882 -0.237
C 2.383 -31.187 16.427 -0.181
N 2.063 -29.759 16.519 -0.169
C 1.580 -29.275 15.252 -0.247
C 1.473 -27.734 15.297 -0.233
O 0.646 -27.385 16.440 -0.196
C -0.246 -26.268 16.188 -0.121
H 1.853 -31.147 21.035 0.083
H 3.324 -30.664 20.272 0.085
H 2.667 -32.440 20.390 0.088
H 3.073 -32.688 17.874 0.125
H 3.757 -31.070 18.007 -0.008
H 1.571 -31.707 15.918 0.099
H 3.253 -31.379 15.798 0.102
H 3.012 -29.416 16.558 -0.179
H 0.628 -29.711 14.951 0.106
H 2.249 -29.560 14.440 0.102
H 1.087 -27.327 14.362 0.100
H 2.446 -27.254 15.401 0.060
H 0.204 -25.311 15.924 0.076
H -0.827 -26.089 17.092 0.071
H -1.047 -26.527 15.495 0.070
```



Entry 4:
C3H9NO2 | ωB97M-V/def2-TZVPD

Summary:
E_HOMO	-9.974	eV
net charge	0
SMILES string	C[C@H](O)[C@H](N)O
frontier orbital gap	10.81	eV
largest force on an atom	3.11	eV/Å
energy	-324.90963	Eh
lowest unoccupied orbital energy	0.84	eV

XYZ file:
```
15
Properties=species:S:1:pos:R:3:lowdin_charge:R:1
C -1.495 -0.028 -0.878 -0.029
C -0.625 -0.118 0.494 -0.348
O -0.801 1.116 1.184 -0.055
C 0.833 -0.401 0.209 -0.347
N 1.739 0.457 0.903 0.073
O 1.075 -0.343 -1.343 -0.124
H -1.662 -1.018 -1.303 0.071
H -2.448 0.405 -0.554 0.071
H -1.124 0.697 -1.606 0.075
H -1.053 -0.935 1.080 0.134
H -0.420 0.963 2.069 0.101
H 1.107 -1.448 0.357 0.136
H 2.684 0.299 0.564 0.089
H 1.522 1.424 0.658 0.092
H 0.667 -1.071 -1.834 0.061
```



Entry 5:
C6H13NO | ωB97M-V/def2-TZVPD

Summary:
E_HOMO	-8.693	eV
net charge	0
SMILES string	CCN[C@@H](C=O)CC
frontier orbital gap	9.68	eV
largest force on an atom	2.46	eV/Å
energy	-366.35546	Eh
lowest unoccupied orbital energy	0.99	eV

XYZ file:
```
21
Properties=species:S:1:pos:R:3:lowdin_charge:R:1
C -1.855 -1.249 0.759 -0.105
C -1.760 0.254 0.819 -0.274
N -0.797 0.958 -0.033 -0.033
C 0.638 1.024 0.232 -0.342
C 1.134 0.095 1.325 -0.190
O 0.929 -1.105 1.341 0.033
C 1.486 0.839 -1.034 -0.194
C 1.253 -0.491 -1.771 -0.082
H -1.523 -1.843 1.610 0.065
H -2.891 -1.570 0.593 0.070
H -1.278 -1.687 -0.051 0.060
H -2.715 0.741 0.601 0.105
H -1.614 0.694 1.816 0.116
H -1.002 0.697 -0.991 0.106
H 0.790 2.026 0.649 0.129
H 1.573 0.424 2.288 0.127
H 2.509 0.872 -0.657 0.107
H 1.342 1.725 -1.636 0.107
H 2.224 -0.861 -2.093 0.070
H 0.860 -1.238 -1.085 0.059
H 0.698 -0.307 -2.681 0.068
```



Entry 6:
C7H11NO | ωB97M-V/def2-TZVPD

Summary:
E_HOMO	-8.824	eV
net charge	0
SMILES string	C=C1CN[C@H]2C[C@@]12CO
frontier orbital gap	9.67	eV
largest force on an atom	3.62	eV/Å
energy	-403.23447	Eh
lowest unoccupied orbital energy	0.85	eV

XYZ file:
```
20
Properties=species:S:1:pos:R:3:lowdin_charge:R:1
C -1.372 -0.025 1.792 0.054
C -0.652 0.410 0.807 -0.219
C -0.156 1.879 0.570 -0.168
N 0.247 1.977 -0.833 -0.024
C 0.562 0.588 -1.270 -0.262
C 1.518 -0.167 -0.455 0.003
C -0.038 -0.362 -0.328 -0.292
C -0.652 -1.728 -0.746 -0.134
O 0.298 -2.845 -0.636 -0.084
H -1.701 0.534 2.604 0.044
H -1.668 -1.077 1.840 0.067
H 0.767 2.158 1.210 0.128
H -0.875 2.697 0.878 0.122
H 1.066 2.586 -0.932 0.112
H 0.456 0.427 -2.328 0.142
H 2.037 0.275 0.343 0.093
H 2.006 -1.054 -0.850 0.106
H -1.521 -1.990 -0.151 0.101
H -1.012 -1.523 -1.764 0.126
H 0.689 -2.760 0.247 0.087
```